Record 1
Computed, not measured: a structure of composition C42H26F5IMoN2O3P, with wB97M-V/def2-TZVPD.

The geometry in ORCA input format:
```
! RIJCOSX wB97M-V def2-TZVPD def2/J DEFGRID3
* xyz 1 3
Mo 0.86 -0.31 0.53
O -0.35 0.01 -0.86
C -0.90 1.13 -1.41
C -1.45 1.04 -2.68
C -2.04 2.16 -3.25
C -2.10 3.37 -2.56
C -1.54 3.45 -1.31
C -0.92 2.35 -0.71
C -0.28 2.53 0.57
N 0.44 1.64 1.15
N 0.98 2.02 2.40
C 1.51 0.99 2.96
O 1.47 -0.23 2.42
C 2.18 1.12 4.26
C 2.15 0.04 5.15
C 2.77 0.15 6.38
C 3.42 1.33 6.73
C 3.46 2.39 5.84
C 2.84 2.29 4.60
H -1.41 0.09 -3.20
H -2.47 2.08 -4.24
H -2.57 4.23 -3.01
H -1.56 4.39 -0.76
H -0.38 3.48 1.08
H 1.65 -0.88 4.86
H 2.73 -0.67 7.08
H 3.91 1.41 7.69
H 3.98 3.31 6.11
H 2.86 3.12 3.90
I -1.44 -1.42 1.86
C -2.22 -2.85 0.54
C -3.58 -2.76 0.47
C -4.31 -3.75 -0.23
C -3.65 -4.80 -0.77
C -2.23 -4.91 -0.68
C -1.61 -6.08 -1.18
C -0.27 -6.25 -1.08
C 0.52 -5.21 -0.56
C -0.03 -4.03 -0.10
P 1.26 -2.75 0.22
C 2.35 -2.92 -1.22
C 3.68 -3.32 -1.15
C 4.44 -3.39 -2.31
C 3.88 -3.06 -3.54
C 2.55 -2.65 -3.61
C 1.79 -2.57 -2.45
C 2.11 -3.35 1.71
C 1.48 -4.25 2.56
C 2.04 -4.55 3.80
C 3.23 -3.95 4.19
C 3.86 -3.04 3.34
C 3.30 -2.73 2.12
C -1.45 -3.88 -0.07
H -4.10 -1.96 0.96
H -5.39 -3.67 -0.29
H -4.19 -5.60 -1.26
H -2.24 -6.84 -1.64
H 0.20 -7.16 -1.43
H 1.59 -5.32 -0.57
H 4.12 -3.59 -0.20
H 5.48 -3.70 -2.25
H 4.47 -3.13 -4.44
H 2.11 -2.39 -4.56
H 0.76 -2.24 -2.50
H 0.56 -4.74 2.26
H 1.55 -5.26 4.45
H 3.66 -4.18 5.15
H 4.77 -2.56 3.65
H 3.77 -2.00 1.48
F 6.37 3.22 -2.44
C 5.45 2.43 -1.89
C 5.83 1.30 -1.21
F 7.12 0.98 -1.10
C 4.87 0.49 -0.63
F 5.27 -0.60 0.03
C 3.52 0.79 -0.72
O 2.60 -0.02 -0.18
C 3.17 1.93 -1.42
F 1.87 2.25 -1.54
C 4.11 2.75 -2.00
F 3.73 3.84 -2.66
*
```

## Properties
**<S²>**: 2.02
**Strongest force on any atom**: 1.02 eV Å⁻¹
**HOMO (alpha / beta)**: -0.3974 / -0.4071 hartree
**Molecular weight**: 955.49 g/mol
**Frontier orbital gap (alpha / beta)**: 7.218 / 7.235 eV
**ΔE to the lowest compared entry with this formula, charge and spin**: 0.0 kJ/mol
**DFT total energy**: -85926.61445 eV


Record 2
Computed, not measured: a structure of composition C42H27BrF4N4PSTl, with wB97M-V/def2-TZVPD.

The geometry in ORCA input format:
```
! RIJCOSX wB97M-V def2-TZVPD def2/J DEFGRID3
* xyz -2 1
Tl -1.63 0.07 0.84
N 6.70 0.80 7.47
C 5.77 0.78 6.78
C 4.64 0.74 5.93
C 3.68 -0.29 6.03
C 2.60 -0.32 5.19
C 2.43 0.62 4.15
C 3.41 1.64 4.05
C 4.47 1.71 4.92
C 1.30 0.54 3.24
C 0.00 0.62 3.85
C -0.27 0.95 5.20
C -1.67 1.00 5.35
C -2.20 0.72 4.09
N -1.21 0.50 3.19
C 1.60 0.31 1.86
C 2.89 0.17 1.29
C 2.72 -0.23 -0.05
C 1.36 -0.32 -0.26
N 0.67 0.02 0.87
H 3.82 -1.06 6.78
H 1.87 -1.12 5.28
H 3.28 2.39 3.27
H 5.18 2.53 4.85
H 0.47 1.14 5.96
H -2.23 1.22 6.24
H -3.24 0.68 3.81
H 3.82 0.32 1.81
H 3.50 -0.43 -0.78
H 0.85 -0.65 -1.15
F -1.75 6.57 -3.91
C -1.48 5.30 -3.66
C -1.39 4.39 -4.70
F -1.50 4.83 -5.96
C -1.14 3.07 -4.43
F -0.99 2.26 -5.48
C -0.97 2.56 -3.14
P -0.97 0.75 -2.84
C -2.38 0.16 -3.86
C -2.31 -0.18 -5.22
C -3.44 -0.60 -5.89
C -4.66 -0.68 -5.24
C -4.73 -0.36 -3.89
C -3.60 0.05 -3.20
C 0.48 0.24 -3.84
C 1.57 1.09 -4.00
C 2.73 0.64 -4.60
C 2.84 -0.67 -5.02
C 1.76 -1.53 -4.86
C 0.59 -1.08 -4.26
C -1.06 3.51 -2.09
Br -0.72 3.07 -0.26
C -1.29 4.84 -2.37
F -1.34 5.75 -1.39
H -1.37 -0.11 -5.74
H -3.37 -0.87 -6.94
H -5.54 -1.01 -5.77
H -5.68 -0.46 -3.36
H -3.67 0.26 -2.13
H 1.50 2.11 -3.65
H 3.57 1.32 -4.72
H 3.75 -1.03 -5.47
H 1.83 -2.56 -5.19
H -0.23 -1.77 -4.12
S -1.64 -4.97 -0.15
C -1.80 -3.24 -0.37
N -1.32 -2.52 0.58
C -0.77 -3.28 1.58
C -0.16 -2.80 2.75
C 0.32 -3.71 3.66
C 0.22 -5.09 3.46
C -0.37 -5.58 2.30
C -0.85 -4.67 1.38
H -2.30 -2.84 -1.24
H -0.08 -1.73 2.90
H 0.79 -3.34 4.57
H 0.60 -5.77 4.20
H -0.45 -6.65 2.13
C -3.81 0.47 0.70
H -3.84 1.27 1.46
H -4.17 -0.43 1.23
*
```

## Properties
**Strongest force on any atom**: 1.82 eV Å⁻¹
**HOMO (alpha / beta)**: 0.0474 / 0.0476 hartree
**Molecular weight**: 1011.03 g/mol
**Frontier orbital gap (alpha / beta)**: 2.191 / 2.186 eV
**ΔE to the lowest compared entry with this formula, charge and spin**: 282.6 kJ/mol
**DFT total energy**: -155678.13782 eV


Q: ΔE to the lowest compared entry with this formula, charge and spin of number 1 (C42H26F5IMoN2O3P)?
A: 0.0 kJ/mol